[1]
C50H39N5OP2SSn | wB97M-V/def2-TZVPD

```
99
Properties=species:S:1:pos:R:3:forces:R:3:mulliken_charge:R:1
Sn 0.7489 -1.6933 -0.5896 -0.035 -0.010 0.065 0.939
N 5.0187 -1.2907 -2.5704 -0.023 0.043 0.021 0.373
C 3.8071 -1.6698 -2.2135 0.082 0.079 0.010 -1.248
N 3.1676 -1.1383 -1.1785 -0.049 -0.051 -0.030 0.112
C 3.7906 -0.2005 -0.4720 -0.007 0.058 0.105 -0.065
N 3.2041 0.2791 0.7275 0.055 0.013 -0.022 -0.970
N 2.0857 -0.2047 0.9966 -0.015 -0.054 -0.072 1.148
C 1.6225 0.1385 2.2641 0.220 0.115 -0.161 -0.851
C 0.5418 -0.4674 2.7899 -0.120 -0.088 -0.028 -0.037
C 0.1051 -0.1533 4.1844 -0.050 -0.018 0.021 -1.020
C -0.8908 -1.1358 4.8412 -0.054 0.069 0.019 -0.463
C -1.7740 -1.8712 3.8126 0.024 0.068 -0.062 -0.538
C -1.1447 -2.0419 2.4600 -0.005 0.008 0.102 -0.840
N -0.1405 -1.4038 1.9964 0.008 0.057 0.060 0.378
C 5.0648 0.2925 -0.7953 0.052 0.097 0.094 1.137
C 5.7422 1.3014 -0.0617 0.011 -0.073 -0.070 -0.499
C 6.9902 1.6880 -0.4606 -0.028 -0.032 -0.029 -0.794
C 7.6072 1.0896 -1.5831 -0.015 0.000 0.010 -0.510
C 6.9824 0.1039 -2.3133 -0.002 0.020 0.007 -0.872
C 5.7103 -0.2916 -1.9165 -0.081 -0.077 -0.039 0.290
H 5.4410 -1.7333 -3.3831 0.007 0.013 0.020 0.397
H 3.3448 -2.4604 -2.7859 -0.021 -0.028 -0.026 0.788
H 2.2295 0.8408 2.8236 -0.021 -0.016 0.006 0.557
H 0.9690 0.0382 4.8185 -0.009 -0.008 0.004 1.026
H -0.4748 -1.8044 5.5880 -0.004 -0.019 0.005 0.450
H -2.0646 -2.8577 4.1810 0.017 -0.005 -0.011 0.837
H -1.6099 -2.7636 1.7896 -0.018 -0.002 0.002 0.588
H 5.2683 1.7422 0.8014 -0.023 0.005 0.016 0.522
H 7.5226 2.4524 0.0872 0.013 0.016 0.009 0.469
H 8.6001 1.4109 -1.8696 0.013 -0.003 -0.006 0.466
H 7.4687 -0.3572 -3.1629 0.010 -0.006 -0.018 0.493
O -0.2519 0.2553 -0.6410 0.015 0.009 0.057 -0.394
S -1.7357 0.3681 -1.1192 -0.050 0.005 0.069 0.220
C -2.2967 1.8955 -0.3829 0.108 -0.069 0.038 0.293
C -1.6962 3.0764 -0.8104 0.042 0.086 0.007 -0.364
C -2.1064 4.2860 -0.2800 0.017 -0.035 -0.018 -0.948
C -3.1195 4.3073 0.6702 0.005 -0.035 -0.010 -1.070
C -3.6814 3.1222 1.1201 -0.009 0.009 -0.091 0.325
C -3.2807 1.8839 0.6189 -0.093 -0.059 -0.070 0.217
P -3.8121 0.2531 1.2923 -0.015 -0.089 0.098 0.640
C -5.4987 0.2157 1.9452 -0.033 0.173 -0.148 0.865
C -6.2152 -0.9293 1.5865 -0.142 0.000 -0.110 -0.208
C -7.5142 -1.1219 2.0432 0.049 0.046 0.009 -0.735
C -8.1070 -0.1694 2.8567 0.065 0.028 -0.032 -0.532
C -7.4006 0.9755 3.2208 -0.062 -0.067 -0.010 -0.914
C -6.1071 1.1684 2.7722 0.001 -0.118 0.130 -0.453
C -2.8370 0.3241 2.8600 0.062 -0.032 -0.021 -0.170
C -3.0620 -1.0234 3.6981 0.115 -0.047 0.100 -0.666
C -3.1182 -0.1153 4.7847 0.031 0.026 -0.009 -0.965
C -1.7597 0.0590 5.3514 -0.090 -0.057 -0.120 -0.385
C -0.9733 0.9749 4.3660 0.022 -0.001 0.006 -0.253
C -1.8025 1.1331 3.1330 0.028 0.005 0.043 -0.661
C -1.6708 0.8399 -2.8456 -0.172 0.095 -0.028 0.248
C -2.6948 1.6619 -3.3121 0.057 -0.070 0.009 -0.729
C -2.7342 2.0307 -4.6473 -0.067 0.035 0.056 -0.912
C -1.7444 1.5975 -5.5110 0.040 -0.015 -0.070 -0.828
C -0.7531 0.7466 -5.0499 0.056 -0.018 -0.078 -0.521
C -0.7161 0.3174 -3.7226 0.130 -0.137 0.070 -0.330
P 0.4710 -1.0160 -3.3224 -0.151 -0.013 -0.101 1.264
C -0.2053 -2.5299 -4.0385 0.063 -0.145 -0.006 1.087
C 0.3065 -3.7396 -3.5449 -0.029 0.142 -0.075 -0.263
C -0.1143 -4.9522 -4.0661 0.014 0.035 0.008 -0.868
C -1.0677 -4.9675 -5.0742 -0.015 -0.059 -0.034 -0.601
C -1.5897 -3.7790 -5.5636 -0.005 0.061 -0.016 -0.794
C -1.1603 -2.5612 -5.0562 0.050 -0.053 0.103 -0.432
C 1.9431 -0.5573 -4.2743 0.033 0.072 -0.005 0.127
C 2.5146 -1.4061 -5.2183 0.035 -0.071 0.017 -0.015
C 3.6809 -1.0250 -5.8766 -0.025 0.021 -0.015 -0.903
C 4.2628 0.2076 -5.6102 -0.034 0.000 0.009 -0.643
C 3.6856 1.0648 -4.6755 -0.028 -0.047 0.044 -0.906
C 2.5368 0.6800 -4.0007 0.106 0.001 -0.039 -0.339
H -0.9282 3.0548 -1.5720 0.008 -0.013 -0.009 0.574
H -1.6535 5.2070 -0.6197 0.006 0.018 0.001 0.480
H -3.4684 5.2501 1.0690 -0.007 0.017 0.010 0.485
H -4.4484 3.1750 1.8707 -0.153 -0.026 0.130 0.284
H -5.7713 -1.6630 0.9238 0.028 -0.004 0.014 0.403
H -8.0626 -2.0060 1.7503 -0.007 -0.021 0.003 0.450
H -9.1205 -0.3112 3.2053 -0.018 0.001 0.014 0.441
H -7.8652 1.7184 3.8550 -0.010 0.003 0.003 0.452
H -5.5880 2.0558 3.0953 0.148 0.126 0.008 0.355
H -3.9755 -1.4931 3.3401 0.019 0.011 -0.023 0.987
H -4.0262 0.3700 5.1222 -0.048 0.012 0.021 0.547
H -1.7156 0.3468 6.3969 -0.019 -0.013 0.017 0.706
H -0.6268 1.9220 4.7721 0.031 -0.002 -0.009 0.670
H -1.5127 1.8860 2.4052 0.006 -0.019 0.045 0.838
H -3.4599 2.0296 -2.6435 -0.009 0.012 0.022 0.563
H -3.5312 2.6701 -5.0003 -0.011 0.013 -0.013 0.477
H -1.7530 1.9016 -6.5487 0.006 0.008 -0.011 0.475
H -0.0011 0.3911 -5.7446 -0.015 0.000 0.019 0.570
H 1.0533 -3.7429 -2.7563 0.031 -0.001 0.054 0.118
H 0.2914 -5.8812 -3.6900 0.015 0.001 0.021 0.470
H -1.4042 -5.9117 -5.4803 -0.011 -0.006 -0.006 0.440
H -2.3315 -3.7995 -6.3500 -0.007 0.005 -0.010 0.469
H -1.5722 -1.6463 -5.4533 -0.056 0.063 -0.030 0.413
H 2.0520 -2.3577 -5.4541 -0.023 0.013 -0.001 0.508
H 4.1090 -1.6766 -6.6263 0.013 -0.016 -0.025 0.496
H 5.1443 0.5165 -6.1559 0.028 0.009 -0.008 0.520
H 4.1199 2.0383 -4.4910 0.013 0.025 -0.005 0.515
H 2.0829 1.3587 -3.2851 -0.018 0.000 0.001 0.548
```
Positions in Å, forces in eV/Å.

Values from the calculation:
Net charge: +4
E_tot, eV: -97186.40580
HOMO, eV: -17.5387
Lowest unoccupied orbital energy, eV: -12.12
HOMO-LUMO gap, eV: 5.41

[2]
C49H101KN2O17S7 | wB97M-V/def2-TZVPD

```
177
Properties=species:S:1:pos:R:3:forces:R:3:mulliken_charge:R:1
K 4.2239 3.2542 -3.5548 -0.414 -0.209 0.170 0.925
C -1.5448 -0.4501 -1.2703 1.215 0.574 0.138 -1.028
C -0.8037 0.8003 -0.7104 1.669 2.201 0.495 0.404
C 0.2273 0.6020 0.5277 -1.107 -1.048 -0.675 -1.093
O -0.1610 1.6613 -1.5920 -0.433 -1.101 -0.269 -0.891
H -2.1763 -0.2117 -2.1261 -0.062 0.472 0.124 0.298
H -2.1706 -0.8430 -0.4689 0.095 -0.500 -0.053 0.275
H -0.8051 -1.1435 -1.6703 -0.003 -0.514 0.272 0.244
H -1.5934 1.3650 -0.2150 -0.802 0.318 0.338 0.031
H 1.1887 0.2571 0.1473 0.062 -0.100 -0.095 0.252
H -0.1494 -0.1041 1.2677 -0.045 -0.559 0.110 0.319
H 0.3971 1.4958 1.1280 -0.179 0.464 -0.599 0.262
C -5.1397 5.9120 5.3527 1.588 -0.210 1.477 -0.484
C -4.1254 5.5041 4.2892 0.574 1.306 -0.893 -0.655
C -2.9882 6.6167 4.3185 0.140 -1.394 -1.269 -0.633
S -2.7475 7.2227 5.9737 -1.788 0.057 0.436 1.060
O -3.0513 8.6549 5.9897 0.475 -1.210 0.146 -0.635
O -1.5170 6.7124 6.5627 -1.032 0.431 -0.526 -0.619
C -4.2519 6.2862 6.5716 0.575 -0.149 0.621 -0.815
H -5.7096 5.0185 5.6072 -0.538 0.437 0.090 0.301
H -5.7271 6.7871 5.0745 -0.186 -0.350 -0.303 0.300
H -4.6736 5.4064 3.3521 0.286 0.779 -0.439 0.326
H -3.6624 4.5174 4.2894 -0.074 -0.059 1.197 0.333
H -3.1877 7.4353 3.6269 0.032 0.070 0.271 0.352
H -2.0226 6.1623 4.0967 -0.021 0.091 -0.399 0.370
H -4.6632 6.8488 7.4097 -0.320 0.224 -0.344 0.438
H -3.8855 5.3615 7.0175 0.312 -0.032 -0.079 0.360
C 3.3308 1.4650 6.6429 -0.480 -0.931 0.761 -0.562
C 3.8683 0.6294 7.8340 0.623 0.014 0.555 -0.636
C 3.0516 1.0754 9.0227 0.170 1.082 0.358 -0.700
S 1.3223 0.9605 8.4842 -0.197 -0.168 1.161 1.039
O 0.6325 2.1473 9.0296 0.630 -1.798 -1.154 -0.630
O 0.7862 -0.4034 8.7456 0.924 2.507 -0.845 -0.631
C 1.8241 1.1762 6.6819 -0.984 -0.479 -0.235 -0.650
H 3.8459 1.1999 5.7196 -0.441 -0.092 -0.139 0.299
H 3.4520 2.5374 6.7956 0.381 -0.058 0.267 0.292
H 4.9363 0.7568 8.0110 0.024 0.412 0.011 0.342
H 3.7683 -0.4556 7.8058 -0.318 -0.105 -0.950 0.310
H 3.2348 2.1428 9.1461 -0.345 0.266 -0.075 0.329
H 3.2831 0.6957 10.0179 -0.401 -0.752 -0.286 0.441
H 1.1657 1.9017 6.2041 0.161 0.333 0.366 0.414
H 1.5542 0.2369 6.1992 0.237 -0.238 0.201 0.343
C 5.2620 -3.1822 -2.7349 -0.449 0.630 -0.950 -0.607
C 4.4971 -4.3317 -3.4412 -0.410 0.196 1.190 -0.560
C 4.4839 -4.1382 -4.9323 1.927 1.348 -1.570 -0.630
S 5.6495 -2.6556 -5.3177 -2.340 -0.126 2.078 1.032
O 4.8266 -1.4289 -5.4419 1.466 -1.513 0.049 -0.616
O 6.6249 -3.0523 -6.2823 0.378 0.348 -0.899 -0.631
C 6.3963 -2.7918 -3.6682 0.212 0.129 -0.145 -0.694
H 5.6268 -3.3883 -1.7286 -0.190 -0.273 -0.134 0.359
H 4.5473 -2.3601 -2.6960 0.199 0.329 0.332 0.292
H 3.4570 -4.3169 -3.1156 0.110 -0.219 0.339 0.259
H 4.9664 -5.2486 -3.0847 -0.190 -0.298 -0.591 0.332
H 3.5771 -3.8394 -5.4580 -0.198 -0.327 0.451 0.405
H 5.0208 -4.9108 -5.4827 -0.368 -0.173 -0.009 0.306
H 6.9761 -1.9170 -3.3738 -0.239 0.146 -0.187 0.434
H 7.0977 -3.6134 -3.8139 0.078 -0.096 0.093 0.318
C -4.4584 -6.9790 -3.5081 -1.433 -1.299 1.400 -0.636
C -3.2359 -6.5021 -4.2032 1.746 -1.053 2.455 -0.545
C -2.0975 -6.6728 -3.0850 -0.011 -0.393 -0.874 -0.703
S -2.4336 -8.2713 -2.1574 -1.725 -0.230 -1.467 1.030
O -2.5472 -7.9807 -0.7398 0.169 -0.091 -0.816 -0.602
O -1.6901 -9.4397 -2.6185 0.077 1.360 0.458 -0.627
C -4.1068 -8.4361 -2.9621 0.080 1.646 -0.754 -0.738
H -5.2557 -7.0721 -4.2454 -0.299 -0.041 0.225 0.301
H -4.8038 -6.3472 -2.6898 0.065 0.215 -0.063 0.350
H -3.2935 -5.4661 -4.5369 0.189 -0.373 -0.447 0.318
H -3.0571 -7.3222 -4.8987 0.426 0.840 -0.934 0.302
H -2.1036 -5.8643 -2.3540 -0.059 -0.142 0.023 0.403
H -1.1176 -6.7605 -3.5542 0.065 0.006 0.223 0.378
H -4.8287 -8.9696 -2.3437 0.121 0.374 0.167 0.410
H -4.0237 -8.9377 -3.9262 0.601 -0.787 0.413 0.360
C -4.9620 -4.3788 3.9703 -0.418 -0.606 1.585 -0.598
C -6.2746 -4.0187 3.2808 -0.628 0.453 -0.414 -0.546
C -7.2515 -3.1518 4.1288 0.499 -0.328 0.503 -0.592
S -6.4268 -3.0465 5.7877 -0.133 1.419 0.202 1.035
O -6.8220 -4.1860 6.6263 0.311 1.416 -1.030 -0.620
O -6.5154 -1.6435 6.2780 0.142 -2.672 -0.574 -0.645
C -4.7584 -3.3862 5.1199 0.214 0.704 -0.362 -0.720
H -4.1936 -4.4076 3.1977 0.279 0.117 0.496 0.367
H -5.0364 -5.3575 4.4443 0.095 -0.191 -0.226 0.273
H -6.8086 -4.9120 2.9570 0.241 0.089 -0.287 0.272
H -5.8856 -3.4516 2.4352 -0.937 0.117 -0.350 0.275
H -8.2540 -3.5519 4.2806 0.258 -0.554 0.152 0.358
H -7.4613 -2.1695 3.7054 0.648 0.191 0.300 0.340
H -4.0710 -3.6620 5.9196 -0.321 -0.360 0.041 0.472
H -4.3827 -2.4319 4.7507 -0.239 0.215 -0.044 0.328
C 0.0333 0.9047 -10.1885 0.913 -1.129 -1.718 -0.631
C 0.0110 1.5011 -8.8241 0.020 -0.280 2.184 -0.446
C -0.5968 0.4919 -7.8328 -2.297 -0.513 -0.581 -0.684
S -1.2936 -0.8852 -8.8784 1.060 -0.634 1.000 1.046
O -2.6747 -1.1414 -8.5703 0.004 -0.082 0.151 -0.643
O -0.3335 -1.9971 -8.8605 -0.983 1.265 -0.387 -0.634
C -1.1926 0.0131 -10.4118 0.025 0.933 -0.322 -0.679
H 0.8892 0.2379 -10.2925 0.304 0.136 0.034 0.299
H 0.1199 1.6508 -10.9785 -0.041 0.027 0.062 0.359
H -0.5514 2.4344 -8.7953 0.092 -0.021 0.054 0.302
H 0.9727 1.6182 -8.3247 0.445 0.749 -0.988 0.208
H -1.5253 0.8767 -7.4109 0.024 0.139 0.161 0.299
H -0.0125 0.1361 -6.9842 0.281 -0.225 -0.522 0.459
H -2.0330 0.6751 -10.6207 -0.500 -0.256 0.736 0.340
H -1.2034 -0.6795 -11.2533 0.618 -0.132 0.174 0.406
C -5.8111 6.0703 -4.1118 0.093 0.227 1.445 -0.616
C -7.1551 6.2628 -4.7942 -0.221 0.605 0.337 -0.656
C -6.9855 6.0399 -6.2608 0.395 -2.180 -1.197 -0.520
S -5.2414 5.3994 -6.5593 1.353 0.181 0.469 0.989
O -4.3227 6.5068 -6.9045 -1.587 -1.367 0.504 -0.628
O -5.2365 4.2055 -7.3974 -0.270 1.054 0.582 -0.625
C -4.9512 4.9503 -4.7459 -1.287 1.314 -1.114 -0.661
H -6.0727 5.8246 -3.0826 0.464 -0.075 0.183 0.368
H -5.3621 7.0628 -4.0747 0.756 -0.316 -0.170 0.313
H -7.6060 7.2371 -4.6058 0.365 0.136 0.256 0.258
H -7.8466 5.5495 -4.3457 -0.149 -0.153 -0.417 0.340
H -7.2194 6.7437 -7.0596 0.121 0.360 0.527 0.461
H -7.5953 5.1478 -6.4032 0.189 -0.090 -0.967 0.256
H -3.8995 4.9423 -4.4596 -0.105 0.240 -0.356 0.395
H -5.3819 3.9617 -4.5872 -0.067 0.042 -0.078 0.326
C 3.4683 7.2840 0.8142 -1.025 1.330 -0.183 -1.801
C 3.0723 8.5337 -0.1236 0.466 -1.951 -0.552 1.325
C 4.3759 9.0429 -0.7729 -0.462 1.032 1.038 -1.150
C 4.0964 10.1724 -1.7434 0.436 -0.632 -0.467 -0.544
C 3.2658 9.6019 -2.8949 -0.026 0.739 0.332 -1.294
C 1.9890 8.8128 -2.4826 1.018 1.378 0.542 1.802
N 2.2457 8.0023 -1.2336 0.948 -0.346 -0.945 0.143
O 1.0915 7.3557 -0.7153 -0.280 0.798 -0.275 -0.462
C 0.9161 9.8920 -2.2605 -1.180 -0.499 -0.168 -1.719
C 1.6431 7.9197 -3.6512 -1.615 -0.566 -0.296 -1.818
C 2.4177 9.6142 0.7227 -0.760 0.502 0.740 -1.669
H 3.9178 6.4390 0.2927 0.118 0.303 -0.283 0.337
H 2.5795 6.9081 1.3212 -0.110 0.021 -0.147 0.418
H 4.1163 7.6378 1.6161 0.276 0.022 -0.158 0.422
H 4.9000 9.4773 0.0785 0.572 -0.186 -0.007 0.451
H 4.9994 8.2871 -1.2505 -0.270 -0.331 0.177 0.309
H 5.0382 10.4585 -2.2118 0.141 0.367 0.216 0.365
H 3.7230 11.0343 -1.1904 -0.374 -0.002 -0.366 0.341
H 3.9865 9.0950 -3.5365 -0.204 -0.796 0.111 0.393
H 2.9256 10.4150 -3.5362 -0.160 0.073 -0.039 0.388
H 0.6199 10.5071 -3.1103 0.498 -0.370 -0.648 0.447
H 0.0159 9.3136 -2.0524 -0.285 0.402 0.690 0.370
H 1.1290 10.6595 -1.5164 0.120 -0.595 0.372 0.287
H 0.7383 7.3275 -3.5141 0.112 -0.689 0.984 0.489
H 1.1729 8.4426 -4.4839 1.005 0.800 -0.352 0.389
H 2.4462 7.2622 -3.9842 0.071 0.191 0.042 0.299
H 2.1210 10.5542 0.2574 0.715 -0.031 -0.524 0.313
H 3.0423 9.8671 1.5794 0.138 -0.019 0.003 0.436
H 1.4432 9.3502 1.1334 0.085 -0.814 0.090 0.372
H 1.0456 6.5326 -1.2072 0.019 -0.212 0.060 0.369
C 3.3416 -7.2958 5.5020 -0.382 0.327 1.346 -1.913
C 3.1003 -7.3610 4.0222 1.284 -0.414 -2.125 1.762
C 4.4310 -7.2057 3.2359 0.582 -0.486 -0.219 -1.171
C 5.3217 -8.4513 3.0064 -1.283 0.586 1.337 -0.778
C 4.4789 -9.6718 2.5994 1.080 -0.166 0.253 -1.093
C 3.2478 -9.9925 3.4851 0.693 1.569 -0.044 1.394
N 2.5110 -8.6615 3.5389 0.807 0.328 -0.524 0.207
O 1.2062 -8.7723 4.0444 -0.310 -0.375 0.122 -0.458
C 2.4080 -10.9918 2.6679 -0.685 0.250 1.353 -1.906
C 3.7417 -10.4893 4.8871 -0.831 0.360 -0.242 -1.551
C 2.2285 -6.1674 3.5210 -1.176 -1.008 -0.341 -2.010
H 3.1213 -6.3088 5.9087 -0.569 0.091 -0.090 0.472
H 4.3585 -7.3990 5.8807 0.270 -0.691 -0.538 0.348
H 2.6971 -8.0339 5.9794 0.035 0.199 0.322 0.324
H 4.2342 -6.8356 2.2298 -0.233 0.422 0.131 0.413
H 5.0583 -6.5193 3.8048 -0.123 0.535 -0.288 0.414
H 5.8260 -8.6230 3.9573 0.042 -0.491 0.152 0.332
H 6.1320 -8.1244 2.3547 -0.184 -0.497 -0.495 0.414
H 5.1520 -10.5225 2.7054 -0.054 -0.357 -0.308 0.448
H 4.1595 -9.6282 1.5581 -0.014 0.207 -0.016 0.409
H 1.9736 -10.5291 1.7817 0.506 -0.011 -0.215 0.418
H 2.9703 -11.9028 2.4633 0.109 0.177 -0.235 0.385
H 1.5366 -11.2848 3.2535 -0.014 -0.162 0.170 0.412
H 4.3237 -9.6825 5.3327 0.207 -0.254 -0.011 0.351
H 2.9216 -10.6783 5.5797 -0.332 0.162 -0.140 0.327
H 4.3075 -11.4209 4.9007 0.220 0.090 -0.496 0.371
H 1.1984 -6.2687 3.8628 0.079 0.258 0.785 0.447
H 2.0336 -6.2139 2.4496 0.631 -0.263 -0.312 0.458
H 2.5950 -5.1581 3.7082 0.294 -0.284 0.447 0.408
H 0.7314 -8.5907 3.2301 -0.661 -0.099 0.207 0.366
```
Positions in Å, forces in eV/Å.

Values from the calculation:
Net charge: 0
E_tot, eV: -182396.56520
HOMO, eV: -5.1919
Lowest unoccupied orbital energy, eV: -2.23
HOMO-LUMO gap, eV: 2.96

The lowest HOMO-LUMO gap belongs to which entry?
C49H101KN2O17S7